# 1
Below is a 2-piece molecular cluster, C2H11N2O overall, with properties calculated with the ωB97M-V functional and the def2-TZVPD basis.

CARTESIAN COORDINATES (ANGSTROEM)
C 0.01 -1.47 0.68
N 1.02 -1.21 -0.38
C -1.36 -0.90 0.19
N -1.06 0.32 -0.72
H 0.24 -0.92 1.55
H -0.24 -2.51 0.80
H 1.80 -0.81 -0.05
H 1.07 -2.13 -0.90
H -2.05 -0.57 0.98
H -1.80 -1.76 -0.54
H -1.85 0.60 -1.50
H -0.85 1.19 -0.16
H -0.15 0.17 -1.35
H 1.10 3.24 -0.30
H 1.96 2.25 0.30
O 1.15 2.71 0.45

For the HOMO-LUMO gap, the calculation gives 10.8813 eV. The relative energy (zero: lowest compared OMol25 entry of this formula, charge and spin) is 39.1 kcal per mole. As for the total charge: +1. The HOMO energy is -14.4 eV.

These are the Mulliken partial charges, in e, on atoms 1 to 4: number 1, C, carries -0.499; number 2, N, carries -0.523; number 3, C, carries -0.511; number 4, N, carries -0.484

=====

# 2
Below is a 6-piece molecular cluster, C26H38BrN6O4PS overall, with properties calculated with the ωB97M-V functional and the def2-TZVPD basis.

CARTESIAN COORDINATES (ANGSTROEM)
C 1.41 -1.02 -1.68
N 2.66 -0.50 -1.11
C 2.79 0.95 -1.09
C 3.74 1.57 -2.13
C 3.12 1.77 -3.52
C 2.98 0.49 -4.37
O 3.59 -0.67 -3.78
S 5.10 -0.52 -3.35
O 5.88 -0.22 -4.50
O 5.40 -1.71 -2.60
C 5.14 0.91 -2.28
P 6.20 0.48 -0.77
O 5.28 -0.56 0.04
Br 5.82 2.39 0.40
H 0.56 -0.34 -1.54
H 1.50 -1.23 -2.74
H 1.15 -1.95 -1.17
H 2.70 -0.81 -0.14
H 1.82 1.43 -1.22
H 3.14 1.27 -0.10
H 3.96 2.58 -1.76
H 3.72 2.50 -4.07
H 2.13 2.21 -3.39
H 1.93 0.24 -4.48
H 3.37 0.66 -5.38
H 5.76 1.61 -2.83
H 4.82 -1.16 -0.58
C -3.27 -4.27 -0.30
C -2.94 -3.13 0.48
C -1.58 -3.11 0.62
N -1.08 -4.20 -0.05
C -2.10 -4.91 -0.61
H -4.26 -4.58 -0.62
H -3.62 -2.41 0.90
H -0.93 -2.43 1.14
H -0.10 -4.44 -0.11
H -1.91 -5.80 -1.19
C -1.80 3.23 -6.11
C -1.39 4.40 -5.41
C -0.02 4.41 -5.39
N 0.41 3.29 -6.05
C -0.67 2.57 -6.49
H -2.81 2.92 -6.31
H -2.03 5.15 -4.98
H 0.68 5.11 -4.97
H 1.37 3.03 -6.19
H -0.54 1.65 -7.03
C 5.89 1.19 6.05
C 5.86 2.61 5.98
C 5.52 2.93 4.69
N 5.35 1.77 3.99
C 5.58 0.70 4.81
H 6.12 0.59 6.92
H 6.06 3.31 6.77
H 5.39 3.89 4.21
H 5.10 1.71 3.02
H 5.49 -0.31 4.45
C -6.63 -3.17 3.80
C -6.07 -4.14 4.67
C -5.17 -4.88 3.93
N -5.18 -4.39 2.66
C -6.06 -3.35 2.57
H -7.36 -2.42 4.05
H -6.29 -4.28 5.71
H -4.53 -5.70 4.21
H -4.61 -4.73 1.90
H -6.21 -2.83 1.64
C -6.02 0.39 3.25
C -5.92 1.35 4.29
C -6.66 2.44 3.92
N -7.20 2.17 2.69
C -6.81 0.92 2.27
H -5.56 -0.59 3.23
H -5.37 1.25 5.22
H -6.85 3.37 4.41
H -7.79 2.79 2.17
H -7.14 0.52 1.33

For the HOMO-LUMO gap, the calculation gives 8.2347 eV. As for the total charge: 0. As for the SMILES: CNC[C@@H]1CCOS(=O)(=O)[C@@H]1P(O)Br.c1cc[nH]c1.c1cc[nH]c1.c1cc[nH]c1.c1cc[nH]c1.c1cc[nH]c1. The HOMO energy is -8.1 eV.

These are the Mulliken partial charges, in e, on atoms 1 to 4: number 1, C, carries -0.919; number 2, N, carries -0.156; number 3, C, carries -0.904; number 4, C, carries 0.271

=====

# 3
Below is C44H57ClN5O5PSSi2Sr as an isolated structure, with properties calculated with the ωB97M-V functional and the def2-TZVPD basis.

CARTESIAN COORDINATES (ANGSTROEM)
Sr 0.05 0.21 0.68
Cl -0.01 3.44 1.75
C -1.18 4.49 1.02
C -1.48 5.67 1.69
C -2.39 6.56 1.15
C -2.98 6.29 -0.08
C -2.66 5.11 -0.74
C -1.79 4.17 -0.20
P -1.45 2.59 -1.08
C -3.09 1.91 -1.56
C -4.33 2.35 -1.10
C -5.49 1.66 -1.43
C -5.43 0.52 -2.22
C -4.20 0.08 -2.69
C -3.04 0.76 -2.35
C -1.04 3.41 -2.72
C -1.85 3.51 -3.85
C -1.40 4.15 -5.00
C -0.13 4.71 -5.04
C 0.70 4.60 -3.93
C 0.25 3.96 -2.79
H -0.99 5.88 2.63
H -2.63 7.47 1.68
H -3.68 6.99 -0.52
H -3.10 4.92 -1.72
H -4.39 3.23 -0.47
H -6.44 2.01 -1.05
H -6.33 -0.02 -2.46
H -4.14 -0.81 -3.30
H -2.08 0.40 -2.70
H -2.84 3.09 -3.83
H -2.05 4.22 -5.86
H 0.22 5.21 -5.94
H 1.70 5.02 -3.96
H 0.90 3.86 -1.93
C 3.09 2.86 0.68
Si 3.37 1.56 2.05
C 3.62 2.51 3.68
C 5.10 0.88 1.60
N 2.06 0.50 2.08
C 1.88 -0.39 3.16
C 2.95 -0.72 4.01
C 2.83 -1.51 5.15
C 1.58 -1.98 5.50
C 0.50 -1.71 4.66
C 0.61 -1.00 3.45
N -0.44 -0.91 2.56
Si -1.88 -1.81 2.62
C -3.12 -1.31 3.98
C -2.80 -1.76 0.96
C -1.61 -3.69 2.87
H 4.01 3.05 0.12
H 2.75 3.81 1.10
H 2.32 2.54 -0.03
H 3.67 3.59 3.51
H 4.52 2.21 4.21
H 2.77 2.31 4.34
H 5.88 1.59 1.90
H 5.21 0.71 0.53
H 5.32 -0.07 2.10
H 3.94 -0.34 3.76
H 3.70 -1.74 5.75
H 1.42 -2.55 6.41
H -0.49 -2.07 4.94
H -2.80 -0.38 4.43
H -3.20 -2.07 4.76
H -4.11 -1.15 3.56
H -3.42 -0.88 0.87
H -3.44 -2.64 0.88
H -2.12 -1.79 0.09
H -0.69 -3.90 3.42
H -1.54 -4.21 1.91
H -2.44 -4.14 3.43
C -0.46 -2.07 -3.23
N -0.23 -2.96 -2.11
C -0.34 -4.38 -2.41
C -0.51 -5.14 -1.11
C 0.70 -4.83 -0.26
N 0.82 -3.39 -0.08
C 1.60 -2.96 1.08
C 0.40 -2.50 -1.00
O 0.54 -1.26 -0.83
H -1.51 -2.12 -3.54
H 0.18 -2.35 -4.07
H -0.22 -1.05 -2.94
H 0.56 -4.74 -2.92
H -1.20 -4.51 -3.07
H -0.56 -6.21 -1.31
H -1.42 -4.82 -0.60
H 1.60 -5.22 -0.75
H 0.61 -5.27 0.74
H 1.06 -3.19 2.00
H 1.79 -1.90 1.04
H 2.56 -3.49 1.08
C -3.68 2.40 2.27
C -2.70 1.27 1.95
O -1.99 1.43 0.91
H -4.68 1.97 2.20
H -3.62 3.30 1.64
H -3.52 2.68 3.32
N 3.24 0.43 -1.67
C 3.21 -0.93 -1.96
C 3.67 -1.85 -1.03
C 3.69 -3.21 -1.32
C 3.25 -3.66 -2.56
C 2.79 -2.75 -3.49
C 2.77 -1.39 -3.20
S 3.20 -5.41 -2.93
O 4.09 -6.03 -1.95
O 3.64 -5.52 -4.31
O 1.79 -5.78 -2.73
H 2.60 1.01 -2.20
H 3.20 0.65 -0.69
H 4.00 -1.49 -0.06
H 4.06 -3.93 -0.61
H 2.47 -3.12 -4.46
H 2.38 -0.68 -3.93

For the HOMO-LUMO gap, the calculation gives 4.8769 eV. As for the total charge: -2. The HOMO energy is -1.2 eV.

These are the Mulliken partial charges, in e, on atoms 1 to 4: number 1, Sr, carries 2.213; number 2, Cl, carries 0.071; number 3, C, carries 0.234; number 4, C, carries -0.562